{
  "formula": "C22H26N4O4S2",
  "method": "wB97M-V/def2-TZVPD",
  "homo_ha": -0.30330,
  "multiplicity": 1,
  "total_energy_ev": -59059.2179,
  "mol_weight_g_mol": 474.6,
  "homo_lumo_gap_ha": 0.280,
  "relative_energy_ev": 0.126,
  "elements": ["C", "H", "H", "C", "H", "C", "H", "C", "H", "H", "H", "C", "N", "H", "C", "C", "H", "H", "O", "N", "S", "H", "O", "O", "C", "H", "H", "C", "C", "C", "C", "H", "S", "C", "H", "H", "H", "H", "C", "C", "C", "H", "H", "C", "C", "C", "H", "H", "O", "H", "C", "N", "H", "C", "H", "H", "C", "N"],
  "coordinates": [[2.3017, 5.3753, 3.8321], [-2.6287, -7.0885, -3.1968], [1.8551, 8.1630, 4.2610], [1.5103, 6.1215, 4.9062], [-4.4000, -7.7298, -4.6841], [2.0988, 5.9458, 2.4300], [3.5059, 0.5760, 3.1396], [-0.7335, -1.6323, -0.5745], [1.1341, 1.9338, -0.1291], [-3.4082, -2.2348, -3.3260], [1.4741, 7.9974, 5.9709], [2.8478, 5.1339, 1.3725], [2.3460, 3.7831, 1.2727], [2.4186, -1.6781, 2.9587], [2.3578, 1.3934, 1.5371], [-1.6759, -1.8153, -1.5492], [-1.4004, -5.0691, -3.6713], [3.3647, 5.4029, 4.0795], [-4.2277, -5.7482, -5.1820], [-0.2674, -2.6317, 0.2126], [-2.0625, -0.2779, -2.2848], [2.7555, 5.6194, 0.3950], [0.8943, -3.3843, 1.9948], [4.2259, 2.7739, 2.0220], [-0.9534, 0.5682, -1.2229], [-3.7405, -5.0529, -2.5192], [3.9054, 5.0543, 1.6333], [2.0090, 7.5428, 5.1402], [-2.2822, -3.1059, -1.8676], [2.7327, 0.3782, 2.4139], [0.6019, -2.4660, 1.2683], [2.4634, 6.9721, 2.3879], [-0.8761, 2.2047, -1.2498], [0.7352, -0.0663, 0.5066], [-4.9562, -4.0908, -3.3962], [-1.6311, -7.6462, -4.5478], [-3.4131, -7.3799, -6.1235], [1.9931, 4.3268, 3.8350], [-2.3953, -6.9329, -4.2498], [3.0753, 2.7085, 1.6366], [-1.9823, -5.4823, -4.4910], [-1.4115, -5.3962, -5.4162], [0.4547, 6.1483, 4.6252], [1.1410, -1.0978, 1.3697], [2.1341, -0.8578, 2.3175], [1.3781, 1.1642, 0.5815], [-0.6886, -3.5480, 0.0105], [-3.3008, -3.9378, -5.3337], [-1.9457, -4.1192, -1.2611], [1.3714, 3.6763, 1.0387], [-3.3397, -4.7887, -4.6401], [-3.2191, -3.0944, -2.8335], [1.5878, 5.5638, 5.8423], [-3.6567, -7.0482, -5.1056], [3.0703, 7.5379, 5.3780], [1.0322, 5.9567, 2.1891], [-3.8873, -4.2890, -3.2848], [-0.2922, -0.3319, -0.4185]],
  "forces_ev_per_angstrom": [[-0.3, 0.1, 0.0], [0.0, 0.0, 0.0], [0.0, 0.1, -0.1], [0.2, 0.0, 0.0], [0.1, 0.0, -0.1], [0.3, -0.3, 0.1], [0.1, 0.0, 0.1], [-0.8, -0.5, -0.7], [0.0, -0.1, 0.1], [0.0, -0.1, 0.1], [0.0, 0.1, 0.1], [0.0, 0.4, 0.0], [-0.3, 0.2, -0.1], [0.0, -0.1, 0.0], [0.0, -0.5, 0.1], [0.4, 0.4, 0.3], [0.1, 0.0, 0.0], [0.1, -0.1, 0.0], [-0.1, 0.1, 0.1], [0.0, -0.3, 0.1], [0.5, 0.1, 0.6], [0.1, 0.0, 0.1], [0.1, 0.0, 0.1], [0.2, -0.1, 0.2], [-0.5, 0.2, -0.4], [-0.1, 0.0, -0.1], [-0.1, 0.1, -0.1], [-0.2, -0.2, 0.0], [0.2, 0.5, 0.2], [0.0, 0.2, -0.1], [-0.1, -0.1, -0.1], [-0.1, 0.1, -0.1], [-0.2, 0.3, -0.2], [0.6, 0.0, 0.7], [0.1, 0.0, 0.1], [0.0, 0.0, 0.0], [0.0, 0.0, 0.1], [0.1, 0.0, 0.0], [-0.2, 0.1, -0.1], [-0.2, -0.1, -0.1], [-0.2, 0.0, -0.1], [0.0, 0.0, 0.0], [-0.1, -0.1, 0.0], [0.2, 0.4, 0.1], [-0.2, 0.0, -0.2], [0.1, 0.2, 0.0], [0.1, 0.2, 0.1], [0.0, -0.1, 0.1], [0.0, -0.4, 0.1], [0.1, -0.2, 0.0], [0.1, 0.4, 0.3], [-0.1, 0.1, -0.3], [-0.1, 0.0, 0.0], [0.1, -0.4, -0.1], [0.1, 0.1, 0.0], [-0.1, 0.1, 0.0], [-0.2, -0.4, -0.4], [-0.1, -0.3, -0.2]],
  "lowdin_charge": [-0.2227, 0.1119, 0.0623, -0.2692, 0.1197, -0.1906, 0.1238, -0.2360, 0.0155, 0.1125, 0.0675, -0.1779, 0.0696, 0.1258, -0.1003, -0.3585, 0.1063, 0.1191, -0.1017, 0.2104, 1.0445, 0.1210, 0.1116, 0.0738, -1.0398, 0.1286, 0.1217, -0.1148, -0.4946, 0.0118, -0.3932, 0.1075, 0.6649, -0.0994, 0.1328, 0.1124, 0.1195, 0.1073, -0.1476, -0.4564, -0.1201, 0.1191, 0.1052, -0.0510, 0.0200, 0.0108, 0.1483, 0.1477, 0.0421, 0.1341, -0.3205, 0.0712, 0.1032, -0.1878, 0.0739, 0.1158, -0.1075, -0.0035]
}